(1)
110
Properties=species:S:1:pos:R:3:mulliken_charge:R:1 method="wB97M-V/def2-TZVPD" orbital_gap_ev=1.02 de_lowest_kj_mol=2836.7 homo_ev=-7.0 charge=-2
Y -14.6257 -9.9196 10.9648 1.3933
O -10.2473 -20.9117 8.0270 -0.5272
C -9.7973 -19.8118 8.1728 0.5303
O -10.1948 -18.7042 7.5728 -0.4735
B -9.3701 -17.5801 7.9996 0.9456
O -8.3857 -18.2069 8.8943 -0.3934
C -8.6326 -19.4818 9.1702 0.6734
O -7.9273 -20.2630 9.9272 -0.5801
O -10.3181 -16.7720 8.7718 -0.4588
C -10.2463 -15.5273 8.2554 0.6262
O -10.7750 -14.5220 8.7473 -0.5698
C -9.2089 -15.4633 7.1016 0.6189
O -8.8266 -16.7232 6.9194 -0.3918
O -8.9382 -14.4853 6.4172 -0.5391
O -16.5130 -9.2953 -1.5590 -0.5787
C -16.9130 -9.6659 -0.4803 0.6712
O -16.2462 -9.9130 0.5560 -0.5296
B -17.0343 -10.4830 1.6297 1.0066
O -18.4274 -10.2732 1.1674 -0.4191
C -18.3799 -9.7653 -0.0913 0.5458
O -19.2536 -9.4955 -0.8576 -0.5191
O -16.6484 -11.8714 1.7702 -0.4554
C -16.0958 -12.0306 2.9275 0.5835
O -15.5950 -13.0391 3.4026 -0.5498
C -16.3057 -10.7191 3.7352 0.6881
O -16.7687 -9.8780 2.9578 -0.3493
O -15.9464 -10.5400 4.9616 -0.6482
O -17.1702 -2.6995 6.0152 -0.6235
C -16.1588 -3.1058 5.3549 0.5822
O -15.7654 -2.6212 4.1689 -0.4504
B -14.7872 -3.4939 3.5232 0.9183
O -14.4599 -4.4371 4.6059 -0.4372
C -15.2494 -4.3454 5.6228 0.6359
O -15.2955 -5.1873 6.6010 -0.6881
O -13.5674 -2.7581 3.0738 -0.4190
C -13.3816 -2.8920 1.7769 0.6249
O -12.4572 -2.5670 0.9757 -0.5753
C -14.5831 -3.7440 1.2528 0.6275
O -15.3250 -4.0853 2.2638 -0.4051
O -14.6106 -4.0924 0.0783 -0.5415
O -5.1649 -16.3254 13.2071 -0.5412
C -5.9685 -15.7369 13.9159 0.6167
O -6.4911 -14.4987 13.8270 -0.4637
B -7.4627 -14.2665 14.9182 1.0070
O -7.4438 -15.5389 15.6788 -0.4363
C -6.5468 -16.3248 15.2130 0.6485
O -6.2267 -17.4329 15.6315 -0.5619
O -8.7719 -14.0007 14.3032 -0.4757
C -9.1091 -12.7764 14.4452 0.6919
O -10.1502 -12.2681 14.0256 -0.6502
C -8.1431 -12.2336 15.4698 0.5541
O -7.1669 -13.0702 15.7032 -0.4311
O -8.1785 -11.0145 15.8300 -0.6047
O -17.3802 -11.1802 16.7586 -0.6794
C -17.8677 -11.4530 17.9046 0.6459
O -18.2972 -10.4769 18.6215 -0.4551
B -19.0166 -11.1856 19.7335 0.9582
O -18.6503 -12.6375 19.5988 -0.4692
C -18.1059 -12.8179 18.4679 0.6365
O -17.8739 -13.9115 17.9979 -0.6216
O -18.4983 -10.6827 21.0418 -0.4750
C -19.4302 -10.0431 21.7484 0.6071
O -19.2572 -9.4070 22.7916 -0.6100
C -20.8016 -10.2348 20.9445 0.5740
O -20.4714 -10.9328 19.8162 -0.4146
O -21.9727 -9.9124 21.3691 -0.6124
N -16.1932 -14.9320 10.7893 -0.5058
C -15.5400 -15.9663 11.5451 -0.1961
C -15.7894 -17.3059 11.3937 -0.4140
C -16.7460 -17.7579 10.5263 -0.1571
C -17.4308 -16.8033 9.7498 -0.3366
C -17.0622 -15.4701 9.8820 -0.1361
H -14.7825 -15.5852 12.2141 0.3739
H -15.2728 -18.0589 11.9704 0.3453
H -16.9403 -18.8108 10.3849 0.3667
H -18.2252 -17.1735 9.1187 0.3439
H -17.5591 -14.8101 9.1864 0.3220
N -10.1820 -7.4134 9.5397 -0.4858
C -9.8093 -7.3980 8.1819 -0.1676
C -8.8015 -6.6340 7.6415 -0.3012
C -8.0133 -5.8478 8.4522 -0.1120
C -8.1042 -5.9410 9.8308 -0.4854
C -9.2808 -6.6101 10.2909 -0.1424
H -10.3719 -7.9505 7.4439 0.3367
H -8.4283 -6.5739 6.6298 0.3254
H -7.2886 -5.2045 7.9753 0.3415
H -7.4698 -5.2458 10.3604 0.3464
H -9.4190 -6.5806 11.3616 0.3466
N -19.5053 -8.2310 10.8696 -0.5203
C -20.3629 -8.1806 9.7579 -0.2101
C -21.4326 -7.3269 9.5361 -0.3338
C -21.9030 -6.5048 10.6503 -0.2647
C -21.2706 -6.7726 11.8483 -0.3902
C -20.0846 -7.5306 11.8794 -0.0523
H -20.2621 -9.0032 9.0654 0.3635
H -21.9342 -7.3251 8.5797 0.3551
H -22.8065 -5.9165 10.5871 0.3829
H -21.5631 -6.2226 12.7305 0.3300
H -19.6123 -7.5323 12.8507 0.3430
N -13.7539 -5.7623 14.4238 -0.5239
C -13.7022 -4.4720 13.9318 -0.1857
C -13.3203 -3.3890 14.6845 -0.2747
C -13.0521 -3.4853 16.0077 -0.2094
C -13.0906 -4.7372 16.5628 -0.3654
C -13.4103 -5.8208 15.7455 -0.1461
H -13.8811 -4.1816 12.9071 0.3333
H -13.3038 -2.3646 14.3428 0.3127
H -12.7810 -2.6537 16.6412 0.3639
H -12.7566 -4.8994 17.5770 0.3504
H -13.4544 -6.8016 16.1954 0.3469

=====

(2)
62
Properties=species:S:1:pos:R:3:nbo_charge:R:1 method="wB97M-V/def2-TZVPD" orbital_gap_ev=8.99 homo_ev=-11.5 charge=+1
C 5.4211 -0.2779 0.4663 -0.6143
C 4.4674 0.0682 1.6155 -0.4340
C 3.5624 -1.0756 2.0414 -0.0653
O 2.4176 -1.2422 1.1710 -0.5298
C 1.3989 -0.3458 1.3953 0.2371
C 0.2084 -0.9876 2.0869 -0.1085
O -0.9797 -0.2177 1.9739 -0.5127
C -0.8178 1.1413 1.6144 -0.0948
C 0.0311 1.3367 0.3441 -0.2626
N 0.8625 0.1234 0.0710 -0.5125
H 5.6162 -1.3467 0.4097 0.2144
H 6.3730 0.2302 0.6109 0.2292
H 5.0416 0.0723 -0.4927 0.2059
H 3.8542 0.9379 1.3639 0.1889
H 5.0442 0.3463 2.4991 0.2291
H 4.0914 -2.0233 1.9897 0.2144
H 3.2165 -0.9270 3.0671 0.1836
H 1.7591 0.5401 1.9248 0.1920
H 0.0209 -1.9349 1.5748 0.2001
H 0.4585 -1.2348 3.1206 0.2181
H -1.8098 1.5475 1.4353 0.2378
H -0.3724 1.7280 2.4217 0.1849
H 0.7288 2.1462 0.5588 0.2210
H -0.5269 1.6192 -0.5446 0.2678
H 0.2492 -0.6202 -0.2794 0.4509
H 1.6098 0.3045 -0.5972 0.4505
C 1.6853 -4.4285 2.1901 -0.7178
C 0.7512 -5.3662 2.9259 0.6685
O 0.5861 -5.2724 4.1288 -0.6186
N 0.1007 -6.3062 2.1939 -0.6134
C 0.1832 -6.5566 0.7681 -0.4114
H 2.1191 -3.7492 2.9182 0.2329
H 2.4880 -4.9730 1.6919 0.2331
H 1.1395 -3.8524 1.4430 0.2081
H -0.5056 -6.8939 2.7452 0.4071
H -0.7958 -6.4418 0.3003 0.1999
H 0.5379 -7.5696 0.5756 0.2065
H 0.8716 -5.8599 0.3008 0.2044
C -3.5437 0.6715 -3.5472 -0.7285
C -2.7556 0.1888 -2.3563 0.6827
O -1.6174 -0.2669 -2.4679 -0.6884
N -3.3280 0.2744 -1.1393 -0.5976
C -4.6325 0.7959 -0.7704 -0.4149
H -2.9383 0.5337 -4.4379 0.2491
H -4.4673 0.1037 -3.6570 0.2444
H -3.7978 1.7276 -3.4429 0.2297
H -2.7242 -0.0769 -0.4114 0.3899
H -4.5229 1.6383 -0.0871 0.2119
H -5.2237 0.0238 -0.2782 0.2090
H -5.1663 1.1336 -1.6519 0.2166
C -1.3752 6.0292 -1.3043 -0.7244
C -1.6322 4.5601 -1.5315 0.6863
O -1.9542 3.8127 -0.6133 -0.6771
N -1.5005 4.0870 -2.7941 -0.6084
C -1.1395 4.8194 -3.9962 -0.4142
H -1.5255 6.2428 -0.2510 0.2489
H -0.3538 6.2937 -1.5795 0.2315
H -2.0629 6.6392 -1.8899 0.2384
H -1.6888 3.0998 -2.8819 0.3962
H -1.9380 4.7561 -4.7356 0.2073
H -0.2299 4.4091 -4.4352 0.2038
H -0.9691 5.8646 -3.7639 0.2176

=====

(3)
24
Properties=species:S:1:pos:R:3:nbo_charge:R:1 method="wB97M-V/def2-TZVPD" smiles="N[P@@](=S)(S)C1CCCCC1" orbital_gap_ev=9.37 de_lowest_kj_mol=2.2 homo_ev=-8.8
N -2.8635 -0.9706 1.0822 -1.1739
P -1.7098 0.2834 1.2539 1.3142
S -2.5279 1.9373 0.6429 -0.5789
S -1.2245 0.1631 3.3246 -0.2691
C -0.2353 -0.4001 0.3585 -0.5704
C -0.5053 -0.3508 -1.0656 -0.4534
C 0.7795 -0.7531 -1.8859 -0.3820
C 1.9075 0.2774 -1.6618 -0.4129
C 2.1642 0.3255 -0.1556 -0.3880
C 0.9042 0.6538 0.7029 -0.4316
H -3.3463 -0.8802 1.9788 0.3937
H -3.4441 -0.7440 0.2893 0.4014
H -1.1476 1.4016 3.0208 0.1540
H -0.1058 -1.4227 0.8176 0.2596
H -0.7590 0.6648 -1.5590 0.2487
H -1.2958 -1.1967 -1.2566 0.2219
H 0.5833 -0.8792 -2.9405 0.2164
H 1.3506 -1.6578 -1.4657 0.1867
H 2.7854 -0.2487 -1.9982 0.2112
H 1.6911 1.3257 -2.0819 0.2033
H 2.3136 -0.8348 -0.0005 0.1848
H 2.9076 1.0136 0.2283 0.2198
H 1.2970 0.6301 1.7593 0.2222
H 0.4809 1.6626 0.6123 0.2220

=====

(4)
16
Properties=species:S:1:pos:R:3:nbo_charge:R:1 method="wB97M-V/def2-TZVPD" smiles=COC1(C)CC1 orbital_gap_ev=10.30 de_lowest_kj_mol=218.1 homo_ev=-9.2
C -1.5224 0.8104 1.2937 -0.2559
O -0.6534 1.1376 0.2249 -0.5290
C 0.1551 0.1056 -0.2415 0.2409
C -0.5638 -1.0789 -0.8766 -0.6478
C 1.5304 -0.2073 0.3797 -0.4626
C 1.4596 0.5034 -0.8881 -0.4192
H -2.3079 0.1410 0.7993 0.1682
H -0.9015 0.2771 2.0918 0.1797
H -2.0592 1.7296 1.6290 0.2004
H -1.4956 -0.6601 -1.3900 0.2188
H 0.2209 -1.4865 -1.6803 0.2191
H -0.9991 -1.8709 -0.1761 0.2158
H 1.9338 -1.2577 0.3376 0.2210
H 1.7810 0.4400 1.2574 0.2252
H 1.7144 1.5170 -0.9587 0.2245
H 1.7079 -0.1004 -1.8021 0.2010

=====

(5)
75
Properties=species:S:1:pos:R:3:mulliken_spin:R:1 method="wB97M-V/def2-TZVPD" orbital_gap_ev="7.81 / 5.52" de_lowest_kj_mol=0.0 homo_ev="-3.5 / -3.4" multiplicity=8 charge=-2
Gd 0.6712 -0.3058 -0.0143 6.5901
O -0.3808 3.3304 2.4953 0.0065
C -0.3638 2.1327 2.1756 -0.0048
O 0.5692 1.5496 1.5235 0.0366
C -1.5407 1.2426 2.5777 0.0020
C -1.0407 -0.1656 2.9449 0.0036
C -2.0933 -0.9698 3.7049 0.0004
C -3.1458 -1.2201 2.5846 0.0007
C -2.4469 -0.6149 1.3604 -0.0036
O -1.0554 -0.8347 1.6715 0.0066
C -2.5405 0.9207 1.3970 0.0049
C -2.1878 1.5408 0.0381 -0.0016
O -2.8979 2.4641 -0.3768 0.0087
O -1.1935 1.0250 -0.5906 0.0489
H -2.0514 1.7268 3.4057 -0.0005
H -0.0410 -0.1938 3.3580 -0.0014
H -2.4869 -0.4262 4.5679 0.0002
H -1.6441 -1.9068 4.0370 -0.0001
H -4.0984 -0.7218 2.7736 0.0002
H -3.3295 -2.2837 2.4266 0.0000
H -2.6909 -1.0865 0.4184 -0.0033
H -3.5449 1.2589 1.6298 -0.0008
C 2.7560 -4.6245 3.8985 0.0003
N 2.8456 -3.3693 3.1811 -0.0005
C 4.0439 -2.7772 2.9132 0.0008
C 4.1267 -1.6301 2.2266 0.0079
C 2.8873 -1.0723 1.7109 0.0088
O 2.8964 -0.0989 0.9245 0.0571
N 1.7056 -1.6220 2.0635 0.0367
C 1.6247 -2.7385 2.8208 0.0012
O 0.5901 -3.2585 3.2372 0.0006
H 3.7361 -5.0985 3.8973 0.0000
H 2.0341 -5.2751 3.4134 0.0000
H 2.4221 -4.4812 4.9271 0.0000
H 4.9180 -3.2916 3.2905 0.0000
H 5.0675 -1.1557 1.9910 -0.0003
C -2.3451 6.1088 -1.0028 0.0001
C -1.1419 5.2707 -1.3612 0.0000
C -0.6806 5.1851 -2.6742 0.0001
C 0.3173 4.2869 -3.0202 -0.0001
C 0.8568 3.4780 -2.0262 0.0008
C 0.4594 3.5916 -0.6985 -0.0005
C -0.5346 4.4975 -0.3773 0.0017
S 2.0222 2.2349 -2.4331 0.0008
O 1.9948 1.2096 -1.4112 0.0139
O 3.3153 2.8059 -2.7036 0.0006
N 1.4363 1.6989 -3.8759 0.0001
C 0.0007 1.2868 -3.9792 -0.0005
C -0.1126 -0.1088 -4.5600 0.0010
C 0.2800 -1.2010 -3.5578 0.0031
O 0.3999 -2.3650 -3.9843 0.0019
O 0.4021 -0.7823 -2.3777 0.0125
H -2.7172 6.6654 -1.8644 0.0000
H -2.1177 6.8158 -0.1999 0.0000
H -3.1357 5.4403 -0.6488 0.0000
H -1.1400 5.7955 -3.4452 0.0000
H 0.6632 4.1970 -4.0438 0.0000
H 0.8609 2.9350 0.0673 0.0003
H -0.8817 4.5324 0.6511 0.0000
H 2.0668 0.9499 -4.1636 0.0000
H -0.5011 2.0117 -4.6199 0.0001
H -0.4851 1.3062 -3.0025 -0.0001
H 0.5006 -0.2201 -5.4596 -0.0003
H -1.1463 -0.3026 -4.8523 0.0000
O 1.9612 -2.4243 -0.6609 0.0455
C 0.8984 -3.0377 -0.8113 -0.0031
C 0.7851 -4.3859 -1.4874 0.0158
C -0.7249 -4.6030 -1.5266 0.0048
C -1.2924 -3.4463 -0.7007 0.0030
O -2.4765 -3.3403 -0.4209 0.0003
N -0.2880 -2.5755 -0.3672 0.0939
H 1.3197 -5.1240 -0.8846 -0.0013
H 1.2484 -4.3090 -2.4686 -0.0005
H -1.0689 -5.5510 -1.1142 0.0004
H -1.1189 -4.4955 -2.5372 -0.0002